No. 1
The following is a DFT calculation (the ωB97M-V functional and the def2-TZVPD basis) of a molecular structure, C7H24N12Na2O9.

Values from the calculation:
- spin multiplicity = 1
- F_max (eV/Å) = 8.475
- calculated total energy (eV) = -52793.986

Cartesian coordinates (Å):
Na: -21.99 39.55 18.05
Na: -18.77 40.71 19.45
C: -18.98 38.17 17.73
O: -19.09 37.13 17.11
O: -19.41 39.23 17.24
O: -18.46 38.24 18.80
C: -14.74 36.58 17.77
O: -13.67 36.03 17.84
N: -15.19 37.38 16.83
N: -15.74 36.38 18.61
H: -16.04 37.88 17.05
H: -14.57 37.67 16.08
H: -16.62 36.83 18.40
H: -15.55 35.98 19.52
C: -20.65 34.95 19.72
O: -21.27 34.03 20.13
N: -20.82 36.24 20.07
N: -19.72 34.84 18.89
H: -20.34 36.94 19.52
H: -21.54 36.47 20.73
H: -19.43 33.90 18.67
H: -19.32 35.71 18.57
C: -18.24 34.88 14.67
O: -18.03 34.25 13.59
N: -17.65 35.93 15.13
N: -19.09 34.47 15.61
H: -17.97 36.49 15.91
H: -17.16 36.34 14.35
H: -19.32 35.02 16.42
H: -19.52 33.57 15.48
C: -21.48 36.82 14.78
O: -22.21 36.53 13.85
N: -20.47 37.62 14.75
N: -21.66 36.42 16.09
H: -20.07 37.79 15.66
H: -20.02 37.89 13.89
H: -20.80 36.52 16.60
H: -22.31 35.68 16.31
C: -17.31 40.78 15.00
O: -16.74 41.40 14.14
N: -18.46 41.15 15.51
N: -16.87 39.75 15.63
H: -18.93 40.56 16.18
H: -19.04 41.90 15.14
H: -17.52 39.36 16.30
H: -16.29 39.13 15.09
C: -16.51 38.08 21.75
O: -15.63 38.27 22.55
N: -17.64 37.44 21.99
N: -16.42 38.46 20.57
H: -17.86 37.05 22.89
H: -18.21 37.27 21.18
H: -17.20 38.28 19.95
H: -15.50 38.63 20.18



No. 2
The following is a DFT calculation (the ωB97M-V functional and the def2-TZVPD basis) of 19 unconnected molecules or ions with the total composition C38H114O19.

Values from the calculation:
- spin multiplicity = 1
- F_max (eV/Å) = 5.173
- calculated total energy (eV) = -80148.864
- relative energy (zero: lowest compared OMol25 entry of this formula, charge and spin) (kcal per mole) = 96.8

Cartesian coordinates (Å):
C: -2.59 -0.01 5.97
C: -1.50 -1.12 6.26
O: -0.45 -0.93 5.38
H: -2.17 0.99 6.09
H: -3.31 -0.25 6.75
H: -3.11 -0.14 5.03
H: -1.84 -2.15 6.22
H: -1.18 -1.13 7.30
H: -0.17 -0.02 5.49
C: 0.26 -4.94 1.60
C: 0.71 -4.10 2.79
O: 0.46 -2.65 2.73
H: 0.76 -4.45 0.76
H: -0.80 -4.84 1.35
H: 0.73 -5.92 1.56
H: 1.80 -4.21 2.77
H: 0.26 -4.54 3.68
H: -0.49 -2.55 2.83
C: -4.31 5.84 -1.49
C: -4.98 6.68 -2.63
O: -3.93 7.17 -3.44
H: -4.96 5.12 -0.99
H: -3.74 6.46 -0.80
H: -3.62 5.07 -1.85
H: -5.55 7.49 -2.17
H: -5.77 6.03 -3.02
H: -4.40 7.72 -4.07
C: 1.39 -5.55 -6.12
C: 2.00 -4.67 -4.93
O: 2.75 -3.52 -5.43
H: 0.53 -5.06 -6.58
H: 1.03 -6.49 -5.71
H: 2.10 -5.67 -6.94
H: 2.66 -5.25 -4.29
H: 1.09 -4.36 -4.41
H: 3.69 -3.73 -5.34
C: 0.39 3.83 6.24
C: 1.16 2.51 5.89
O: 0.58 1.84 4.92
H: -0.58 3.53 6.64
H: 0.28 4.61 5.49
H: 0.94 4.44 6.95
H: 1.04 1.91 6.79
H: 2.23 2.64 5.73
H: 1.23 1.16 4.75
C: -3.47 -2.25 1.39
C: -3.17 -1.60 2.69
O: -2.18 -2.43 3.53
H: -3.71 -3.32 1.41
H: -2.63 -2.03 0.73
H: -4.27 -1.78 0.83
H: -4.09 -1.41 3.24
H: -2.78 -0.58 2.70
H: -1.71 -1.96 4.23
C: 3.96 0.19 -2.09
C: 5.13 0.90 -1.41
O: 5.41 0.52 -0.08
H: 4.19 -0.87 -2.17
H: 3.67 0.58 -3.07
H: 3.07 0.15 -1.46
H: 4.77 1.92 -1.31
H: 6.03 1.03 -2.00
H: 4.65 0.90 0.36
C: 1.93 -6.69 -0.97
C: 3.22 -7.52 -1.28
O: 4.36 -6.72 -1.05
H: 1.43 -6.20 -1.81
H: 2.06 -5.88 -0.25
H: 1.13 -7.38 -0.71
H: 3.21 -7.87 -2.31
H: 3.32 -8.37 -0.61
H: 5.10 -7.21 -1.41
C: 3.76 3.83 2.97
C: 3.57 2.32 2.55
O: 3.54 2.09 1.21
H: 4.82 3.92 3.21
H: 3.13 4.06 3.83
H: 3.41 4.54 2.22
H: 2.59 1.99 2.89
H: 4.19 1.57 3.05
H: 2.76 2.52 0.85
C: 3.19 -2.33 4.85
C: 2.87 -0.82 5.07
O: 2.05 -0.35 4.06
H: 2.27 -2.89 5.00
H: 3.93 -2.72 5.55
H: 3.55 -2.41 3.82
H: 3.80 -0.27 5.11
H: 2.25 -0.76 5.98
H: 1.60 -1.11 3.67
C: 3.06 4.88 -1.22
C: 1.74 5.01 -0.39
O: 1.52 3.73 0.08
H: 3.92 4.84 -0.56
H: 2.99 5.83 -1.75
H: 3.22 4.03 -1.88
H: 0.94 5.45 -0.99
H: 1.86 5.81 0.35
H: 1.05 3.78 0.91
C: 4.15 -3.54 0.67
C: 5.21 -4.48 1.14
O: 4.74 -5.70 1.41
H: 3.56 -3.18 1.51
H: 3.42 -3.96 -0.01
H: 4.59 -2.63 0.26
H: 5.78 -3.89 1.85
H: 5.82 -4.74 0.27
H: 4.62 -6.14 0.57
C: 0.51 -0.97 0.05
C: 0.09 0.49 0.32
O: -0.52 1.20 -0.75
H: -0.34 -1.65 -0.03
H: 1.09 -1.29 0.91
H: 1.07 -1.02 -0.88
H: 0.79 1.13 0.84
H: -0.65 0.58 1.11
H: -0.12 2.08 -0.77
C: -1.79 -3.79 -6.04
C: -1.49 -2.41 -5.30
O: -2.52 -1.87 -4.43
H: -1.52 -4.65 -5.43
H: -1.32 -3.72 -7.02
H: -2.86 -3.85 -6.23
H: -1.30 -1.63 -6.04
H: -0.57 -2.50 -4.72
H: -2.32 -0.95 -4.22
C: -0.55 6.65 -3.58
C: -0.93 6.35 -5.06
O: 0.20 5.94 -5.70
H: -0.19 5.76 -3.07
H: -1.43 7.05 -3.06
H: 0.27 7.37 -3.59
H: -1.39 7.24 -5.49
H: -1.61 5.49 -5.10
H: -0.03 5.47 -6.51
C: -0.48 1.65 -5.08
C: -1.88 1.59 -4.44
O: -1.85 0.60 -3.48
H: -0.12 0.70 -5.49
H: 0.16 2.07 -4.31
H: -0.48 2.35 -5.91
H: -2.69 1.44 -5.16
H: -2.12 2.56 -4.01
H: -1.23 0.79 -2.77
C: -4.87 -4.79 -1.36
C: -4.34 -3.87 -2.42
O: -2.98 -3.97 -2.58
H: -4.62 -5.76 -1.78
H: -5.95 -4.66 -1.38
H: -4.34 -4.66 -0.41
H: -4.52 -2.80 -2.27
H: -4.78 -4.06 -3.40
H: -2.67 -3.31 -3.20
C: -2.17 4.21 1.95
C: -0.81 4.53 2.73
O: 0.03 3.45 2.46
H: -1.86 4.12 0.91
H: -2.90 5.02 2.07
H: -2.64 3.31 2.35
H: -1.00 4.70 3.79
H: -0.42 5.46 2.31
H: -0.09 2.77 3.13
C: -5.62 1.48 -0.31
C: -4.70 1.60 0.86
O: -5.22 2.60 1.78
H: -6.63 1.60 0.09
H: -5.62 0.52 -0.82
H: -5.35 2.29 -1.00
H: -3.70 1.75 0.45
H: -4.73 0.66 1.40
H: -6.09 2.34 2.07



No. 3
The following is a DFT calculation (the ωB97M-V functional and the def2-TZVPD basis) of a single C4H7NO molecule.

Values from the calculation:
- spin multiplicity = 1
- SMILES = C1N[C@H]1[C@H]1CO1
- F_max (eV/Å) = 0.850
- calculated total energy (eV) = -7796.518
- relative energy (zero: lowest compared OMol25 entry of this formula, charge and spin) (kcal per mole) = 72.1

Cartesian coordinates (Å):
C: -1.74 -0.35 -0.18
N: -1.34 0.92 0.44
C: -0.52 0.36 -0.62
C: 0.71 -0.41 -0.27
C: 1.93 0.21 0.29
O: 1.01 -0.50 1.12
H: -1.58 -1.26 0.41
H: -2.63 -0.35 -0.80
H: -0.86 0.71 1.32
H: -0.50 0.89 -1.57
H: 0.67 -1.36 -0.79
H: 2.92 -0.24 0.19
H: 1.93 1.29 0.44